8 unconnected molecules or ions with the total composition C10H36N14O8 in a non-equilibrium geometry, computed with the ωB97M-V functional and the def2-TZVPD basis.

```
68
Properties=species:S:1:pos:R:3:forces:R:3
N 2.9771 3.7998 5.0411 0.523 1.207 0.000
C 2.8259 2.9297 4.0037 0.985 -0.221 1.444
N 2.0726 1.8505 4.3616 -0.335 -0.491 -1.097
O 3.4571 3.0752 2.9590 -0.738 -0.283 0.065
H 2.6685 3.6796 5.9865 -0.313 -0.464 -0.080
H 3.7013 4.4947 4.9539 -0.092 -0.064 -0.298
H 1.7503 1.2334 3.6325 0.132 0.066 0.005
H 1.5277 1.8498 5.2015 -0.054 0.173 0.091
N -1.3650 2.6920 -1.6884 0.977 0.383 1.154
C -2.0809 3.2068 -2.7244 0.055 0.083 -0.314
N -2.9447 2.2954 -3.2583 -0.890 -0.250 -0.621
O -1.9462 4.3399 -3.1627 -0.287 -0.412 0.521
H -1.5081 1.8107 -1.2228 -0.744 -0.108 -0.502
H -0.8737 3.3407 -1.0977 0.243 0.241 -0.552
H -3.6519 2.6242 -3.8910 0.281 0.108 -0.178
H -2.9159 1.3050 -3.0942 0.159 0.053 0.390
N 2.1630 -5.4969 -0.7514 0.247 -0.137 0.081
C 2.6609 -4.2427 -0.9669 -0.481 -0.213 0.638
N 2.8360 -3.9368 -2.2793 0.348 0.241 0.276
O 2.8870 -3.4716 -0.0308 -0.253 -0.126 -0.522
H 1.8327 -5.7483 0.1625 0.089 0.018 0.029
H 1.9767 -6.1352 -1.5006 -0.139 0.025 -0.036
H 2.8886 -2.9545 -2.4915 0.034 -0.117 -0.272
H 2.4666 -4.5734 -2.9587 -0.095 0.272 -0.304
N 1.8213 3.2168 0.6306 0.644 -0.682 1.066
C 2.4704 2.6072 -0.3944 -1.654 1.428 -1.165
N 3.7427 2.2766 -0.1068 0.775 -0.734 -0.063
O 1.9134 2.5202 -1.5052 0.926 -0.274 0.766
H 0.9653 3.7166 0.5127 -0.093 -0.115 -0.273
H 2.3309 3.2351 1.5112 -0.406 0.466 -0.084
H 4.0659 2.1956 0.8436 -0.092 0.275 0.035
H 4.3851 2.0184 -0.8332 -0.281 -0.182 -0.134
N -1.7020 -4.1659 2.6674 -1.140 -0.436 -0.177
C -0.8143 -4.4380 1.6877 1.699 -0.791 -1.022
N 0.4019 -3.8152 1.8349 -1.572 -0.460 0.187
O -1.0169 -5.2241 0.7611 -0.436 0.703 0.510
H -1.5190 -3.5926 3.4638 -0.017 0.087 0.079
H -2.5700 -4.6690 2.5771 0.021 0.164 0.341
H 1.0403 -3.8669 1.0574 0.600 0.420 0.438
H 0.5070 -3.3751 2.7264 1.037 0.441 -0.266
N -4.1122 1.0303 1.3804 0.230 -0.034 -0.127
C -5.4709 1.1008 1.3838 -0.575 -0.160 2.433
N -6.0272 1.6833 0.3072 0.291 -0.267 -0.352
O -6.1356 0.7333 2.3619 0.548 -0.238 -1.083
H -3.5542 1.4061 0.6357 0.161 -0.279 -0.065
H -3.6791 0.5449 2.1427 0.042 0.132 0.027
H -5.4072 2.2815 -0.2079 -0.723 0.216 -0.575
H -7.0314 1.6937 0.3264 0.092 0.590 -0.314
N 2.0198 0.3401 -3.2170 1.153 -0.781 0.284
C 1.1551 -0.2681 -4.0868 -0.848 0.704 0.175
N -0.0497 0.3874 -4.0149 -0.135 -0.252 0.029
O 1.3308 -1.2153 -4.8420 0.634 0.189 0.615
H 2.9010 -0.0841 -2.9796 -0.068 -0.250 -0.450
H 1.7957 1.1038 -2.5755 -0.188 -0.057 -0.477
H -0.1152 1.1610 -3.3775 -0.408 0.240 -0.265
H -0.7600 0.1823 -4.6910 -0.003 0.108 0.006
C -0.2915 -0.1124 1.0686 0.529 1.078 -0.016
C -0.5000 -0.2973 -0.4444 -0.569 -0.051 0.475
C -0.1859 -1.6811 -0.9398 -0.093 -1.064 -0.004
O -1.8963 0.0053 -0.7241 0.139 -0.714 0.333
H -0.7375 0.8447 1.3576 -0.192 -0.049 -0.032
H 0.7553 0.0214 1.3570 0.151 -0.351 -0.309
H -0.7085 -0.8820 1.7192 -0.162 -0.270 -0.409
H 0.0035 0.4587 -1.0468 0.525 -0.067 0.348
H 0.8726 -1.9424 -0.8960 0.118 0.391 -0.320
H -0.6228 -1.8536 -1.9240 0.469 0.289 -0.253
H -0.6260 -2.4851 -0.3365 -0.304 0.378 0.349
H -2.3502 -0.7650 -0.3550 -0.479 0.278 -0.180
```
Forces are in eV/Å.

The SMILES is NC(N)=O.NC(N)=O.NC(N)=O.NC(N)=O.NC(N)=O.NC(N)=O.NC(N)=O.CC(C)O. As for the relative energy (zero: lowest compared OMol25 entry of this formula, charge and spin): 0.0 kcal/mol. The value obtained for the total energy is -48202.5172 eV. Its frontier orbital gap is 9.234 eV.

Atom charges from the Mulliken analysis, given in e for atoms 1 to 6: -0.41 0.60 -0.38 -0.73 0.17 0.24